1.
Below is 2 unconnected molecules or ions with the total composition H2NP, with properties calculated with ωB97M-V/def2-TZVPD.

Properties
Energy above the lowest of the compared OMol25 structures with the same formula, charge and spin   37.1 kcal/mol
DFT total energy   -397.0913 a.u.
Multiplicity   3
LUMO (alpha / beta)   -1.008 / -1.842 eV
<S²>   2.212
Total charge   0

Each line ends with the Löwdin charge.
Positions of all 4 atoms, in Å:
N  -1.033  0.556  0.351  -0.16
P  1.052  -0.672  -0.176  0.56
H  -1.753  -0.108  0.809  -0.08
H  1.733  0.224  -0.984  -0.31


2.
Below is H2O4S in the gas phase, with properties calculated with ωB97M-V/def2-TZVPD.

Properties
Energy above the lowest of the compared OMol25 structures with the same formula, charge and spin   86.0 kcal/mol
DFT total energy   -700.0919 a.u.
Multiplicity   1
LUMO   -1.322 eV
Total charge   0

Each line ends with the Löwdin charge.
Positions of all 7 atoms, in Å:
O  1.064  0.380  1.049  -0.36
O  1.437  -0.179  -1.248  -0.38
O  -0.981  0.020  -0.063  -0.37
O  -1.588  -1.269  -0.017  -0.38
S  0.758  -0.773  -0.108  1.15
H  1.033  1.454  1.022  0.19
H  -1.722  0.366  -0.635  0.16


3.
Below is 2 unconnected molecules or ions with the total composition H2O4S2, with properties calculated with ωB97M-V/def2-TZVPD.

Properties
Energy above the lowest of the compared OMol25 structures with the same formula, charge and spin   111.2 kcal/mol
DFT total energy   -1098.3136 a.u.
Multiplicity   1
LUMO   -2.269 eV
Total charge   0

Each line ends with the Löwdin charge.
Positions of all 8 atoms, in Å:
O  -1.186  1.142  -0.309  -0.61
O  1.404  0.869  -0.494  -0.04
O  1.072  0.111  0.639  -0.22
O  1.222  -1.235  0.380  -0.04
S  -3.032  -0.971  -0.534  0.26
S  -2.122  0.354  0.501  0.47
H  0.498  1.291  -0.676  0.07
H  2.143  -1.560  0.491  0.11


4.
Below is 2 unconnected molecules or ions with the total composition H2O5P2, with properties calculated with ωB97M-V/def2-TZVPD.

Properties
Energy above the lowest of the compared OMol25 structures with the same formula, charge and spin   63.7 kcal/mol
DFT total energy   -1060.2113 a.u.
Multiplicity   1
LUMO   6.948 eV
Total charge   -2

Each line ends with the Löwdin charge.
Positions of all 9 atoms, in Å:
O  2.602  -0.278  0.083  -0.15
O  -2.299  -1.717  -0.067  -0.63
O  0.223  -1.606  -0.261  -0.57
O  -2.431  2.003  0.282  -0.61
O  0.116  1.837  0.265  -0.60
P  -1.192  1.277  -0.230  0.31
P  -0.991  -1.070  0.411  0.30
H  1.737  -0.564  0.286  -0.09
H  2.234  0.118  -0.770  0.05


5.
Below is 2 unconnected molecules or ions with the total composition H2OS2, with properties calculated with ωB97M-V/def2-TZVPD.

Properties
Energy above the lowest of the compared OMol25 structures with the same formula, charge and spin   35.3 kcal/mol
DFT total energy   -872.7271 a.u.
Multiplicity   1
LUMO (alpha / beta)   -1.987 / -1.997 eV
Total charge   0

Each line ends with the Löwdin charge.
Positions of all 5 atoms, in Å:
O  0.212  1.115  -0.698  -0.73
S  -0.579  2.395  -0.825  0.74
S  0.081  -1.604  0.984  0.53
H  0.992  -0.960  0.360  -0.28
H  -0.705  -0.946  0.179  -0.26


6.
Below is a molecular structure, H2P4, with properties calculated with ωB97M-V/def2-TZVPD.

Properties
Energy above the lowest of the compared OMol25 structures with the same formula, charge and spin   24.2 kcal/mol
DFT total energy   -1366.5433 a.u.
Multiplicity   1
LUMO   -1.108 eV
Total charge   0

Each line ends with the Löwdin charge.
Positions of all 6 atoms, in Å:
P  -0.182  0.852  0.585  -0.12
P  -1.523  -0.326  -0.673  0.23
P  1.546  0.271  -0.705  0.14
P  0.694  -1.141  0.652  0.08
H  2.478  0.556  0.309  -0.19
H  -3.014  -0.213  -0.168  -0.15


7.
Below is a gas-phase ion, H2P4S3 (charge -2), with properties calculated with ωB97M-V/def2-TZVPD.

Properties
Energy above the lowest of the compared OMol25 structures with the same formula, charge and spin   8.5 kcal/mol
DFT total energy   -2561.2505 a.u.
Multiplicity   1
LUMO   5.365 eV
Total charge   -2

Each line ends with the Löwdin charge.
Positions of all 9 atoms, in Å:
S  2.686  -0.196  0.346  -0.40
P  0.886  -0.597  -0.293  -0.32
P  -0.390  0.995  0.378  0.08
P  -2.196  0.171  -0.557  -0.14
S  -3.635  1.595  -0.102  -0.20
P  -3.899  -0.354  0.863  -0.31
S  -5.344  -1.298  -0.220  -0.38
H  0.389  -1.317  0.834  -0.19
H  0.082  2.035  -0.616  -0.14


8.
Below is a molecular structure, H2S, with properties calculated with ωB97M-V/def2-TZVPD.

Properties
Energy above the lowest of the compared OMol25 structures with the same formula, charge and spin   29.3 kcal/mol
DFT total energy   -399.3270 a.u.
Multiplicity   1
LUMO   -0.090 eV
Total charge   0

Each line ends with the Löwdin charge.
Positions of all 3 atoms, in Å:
S  -0.732  0.090  0.011  0.28
H  0.787  0.986  -0.005  0.01
H  -0.055  -1.076  -0.006  -0.28